The following is a DFT calculation (wB97M-V/def2-TZVPD) of a structure of composition C21H29N5O3 in a non-equilibrium geometry.

Energy relative to the best compared isomer or geometry (same formula, charge and spin) = 2386.20 kJ/mol
M = 399.50 g mol⁻¹
E_LUMO = 0.61 eV
Highest occupied orbital energy = -7.2426 eV

ORCA input file:
```
! wB97M-V def2-TZVPD RIJCOSX def2/J DEFGRID3
* xyz 0 1
C -1.577 0.591 4.149
C -0.736 -0.516 4.431
O 0.615 -0.380 3.764
C 1.301 -1.455 3.634
C 1.066 -2.556 4.301
C 1.884 -3.849 3.955
C 2.831 -3.759 3.084
C 3.276 -2.297 2.439
C 2.466 -1.265 2.795
C 2.537 0.089 2.141
N 1.610 0.350 1.319
C 1.571 1.905 1.198
C 0.063 2.413 0.417
N 0.321 1.542 -1.012
C 0.885 0.506 -1.063
O 0.874 -0.265 -2.125
C 1.058 -0.314 0.215
C -0.018 -1.414 0.465
C -1.195 -0.663 -0.046
O -1.935 -0.179 0.875
N -1.641 -0.864 -1.125
H -1.016 -1.557 -1.789
C -2.712 -0.251 -1.833
C -2.315 0.317 -3.013
N -1.384 1.802 -3.060
N -1.282 1.933 -4.357
C -1.818 1.001 -5.036
C -2.199 -0.034 -4.431
H -2.843 -1.028 -4.579
C -1.452 0.910 -6.585
H -0.188 0.980 -6.787
H -1.767 1.925 -6.982
H -1.761 0.026 -7.081
C -0.598 3.138 -4.520
H -1.000 3.609 -5.391
H 0.644 2.702 -4.973
H -0.432 3.883 -3.737
H -3.734 -1.053 -2.060
H -3.062 0.543 -1.043
H 0.299 -2.406 -0.173
H -0.107 -1.721 1.410
H 2.104 -1.220 0.013
H -0.328 1.884 -1.621
H -0.038 3.334 0.300
H -0.606 1.874 0.956
H 1.283 2.474 2.001
H 2.161 2.291 0.552
H 3.339 0.133 1.511
H 2.796 0.827 2.921
H 4.065 -2.348 1.788
H 3.684 -4.435 2.657
H 1.849 -4.760 4.285
H 0.388 -2.809 4.765
H -0.691 -0.686 5.618
H -1.331 -1.511 4.107
H -2.519 0.397 4.609
H -1.001 1.629 4.555
H -1.679 0.588 3.192
*
```

The Löwdin scheme yields these atomic charges, measured in e: atom 1 (C): -0.104, atom 2 (C): -0.229, atom 3 (O): -0.006, atom 4 (C): -0.352, atom 5 (C): 0.053, atom 6 (C): -0.052, atom 7 (C): -0.069, atom 8 (C): 0.059, atom 9 (C): -0.119, atom 10 (C): -0.284, atom 11 (N): -0.130, atom 12 (C): 0.033, atom 13 (C): 0.139, atom 14 (N): 0.170, atom 15 (C): -0.518, atom 16 (O): -0.060, atom 17 (C): -0.170, atom 18 (C): -0.001, atom 19 (C): -0.619, atom 20 (O): -0.009, atom 21 (N): 0.069, atom 22 (H): 0.241, atom 23 (C): -0.195, atom 24 (C): -0.092, atom 25 (N): 0.132, atom 26 (N): -0.233, atom 27 (C): -0.400, atom 28 (C): -0.030, atom 29 (H): 0.174, atom 30 (C): -0.007, atom 31 (H): 0.140, atom 32 (H): 0.070, atom 33 (H): 0.039, atom 34 (C): -0.037, atom 35 (H): 0.059, atom 36 (H): 0.195, atom 37 (H): 0.087, atom 38 (H): 0.209, atom 39 (H): 0.163, atom 40 (H): 0.179, atom 41 (H): 0.064, atom 42 (H): 0.216, atom 43 (H): 0.036, atom 44 (H): 0.017, atom 45 (H): 0.047, atom 46 (H): 0.084, atom 47 (H): 0.041, atom 48 (H): 0.104, atom 49 (H): 0.157, atom 50 (H): 0.059, atom 51 (H): 0.118, atom 52 (H): 0.036, atom 53 (H): -0.038, atom 54 (H): 0.162, atom 55 (H): 0.172, atom 56 (H): 0.084, atom 57 (H): 0.167, atom 58 (H): -0.023


The following is a DFT calculation (wB97M-V/def2-TZVPD) of an isolated molecule of C21H29NO4.

Energy relative to the best compared isomer or geometry (same formula, charge and spin) = 244.78 kJ/mol
M = 359.47 g mol⁻¹
E_LUMO = 0.68 eV
Highest occupied orbital energy = -8.8887 eV

ORCA input file:
```
! wB97M-V def2-TZVPD RIJCOSX def2/J DEFGRID3
* xyz 0 1
C 2.514 -1.949 -0.014
C 2.512 -0.983 -1.195
H 1.870 -1.378 -1.997
O 2.109 0.338 -0.875
C 0.758 0.531 -0.650
C 0.423 2.026 -0.766
C 0.979 2.649 -2.051
C 0.528 1.977 -3.345
C 1.002 2.768 -4.566
O 0.571 2.203 -5.781
H 0.914 1.304 -5.842
H 2.098 2.856 -4.547
H 0.577 3.775 -4.549
H 0.939 0.966 -3.399
H -0.560 1.903 -3.388
H 2.068 2.606 -1.999
H 0.682 3.698 -2.070
C -1.094 2.201 -0.591
C -1.536 1.385 0.588
C -0.776 0.442 1.141
O 0.441 0.046 0.648
C -1.208 -0.310 2.359
O -2.331 -0.226 2.817
N -0.221 -1.053 2.899
H 0.657 -1.093 2.404
C -0.434 -1.991 3.981
C -0.357 -3.401 3.455
C -1.505 -4.056 3.028
C -1.425 -5.326 2.487
C -0.196 -5.951 2.359
C 0.954 -5.301 2.774
C 0.873 -4.031 3.317
H 1.772 -3.526 3.643
H 1.915 -5.784 2.674
H -0.133 -6.943 1.936
H -2.323 -5.830 2.162
H -2.461 -3.562 3.121
H 0.322 -1.824 4.755
H -1.426 -1.777 4.386
H -2.492 1.601 1.037
C -1.472 3.654 -0.379
C -2.901 4.076 -0.542
C -1.872 4.519 -1.536
H -1.898 4.079 -2.521
H -1.567 5.555 -1.534
H -3.306 4.803 0.144
H -3.617 3.330 -0.853
H -0.913 4.127 0.420
H -1.616 1.839 -1.486
H 0.921 2.513 0.080
H 0.153 -0.051 -1.375
H 3.528 -0.864 -1.581
H 1.501 -2.154 0.321
H 2.979 -2.884 -0.314
H 3.079 -1.519 0.810
*
```

The Löwdin scheme yields these atomic charges, measured in e: atom 1 (C): -0.068, atom 2 (C): -0.234, atom 3 (H): 0.122, atom 4 (O): -0.066, atom 5 (C): -0.329, atom 6 (C): -0.187, atom 7 (C): -0.142, atom 8 (C): -0.176, atom 9 (C): -0.279, atom 10 (O): -0.065, atom 11 (H): 0.085, atom 12 (H): 0.123, atom 13 (H): 0.122, atom 14 (H): 0.112, atom 15 (H): 0.113, atom 16 (H): 0.121, atom 17 (H): 0.114, atom 18 (C): -0.243, atom 19 (C): 0.055, atom 20 (C): -0.163, atom 21 (O): 0.000, atom 22 (C): -0.429, atom 23 (O): 0.068, atom 24 (N): 0.095, atom 25 (H): 0.129, atom 26 (C): -0.123, atom 27 (C): -0.214, atom 28 (C): -0.033, atom 29 (C): -0.081, atom 30 (C): -0.095, atom 31 (C): -0.089, atom 32 (C): -0.054, atom 33 (H): 0.111, atom 34 (H): 0.101, atom 35 (H): 0.100, atom 36 (H): 0.102, atom 37 (H): 0.116, atom 38 (H): 0.125, atom 39 (H): 0.123, atom 40 (H): 0.129, atom 41 (C): -0.266, atom 42 (C): -0.109, atom 43 (C): -0.118, atom 44 (H): 0.098, atom 45 (H): 0.100, atom 46 (H): 0.100, atom 47 (H): 0.105, atom 48 (H): 0.149, atom 49 (H): 0.150, atom 50 (H): 0.167, atom 51 (H): 0.179, atom 52 (H): 0.123, atom 53 (H): 0.063, atom 54 (H): 0.077, atom 55 (H): 0.082